1.
The following is a quantum chemistry calculation of C51H46BF7IrN4S3SbSi2 as an isolated structure at a distorted geometry, from the Open Molecules 2025 dataset.

Computed properties:
Gap between HOMO and LUMO ... 5.69 eV
E ... -136941.46367 eV
HOMO ... -6.9 eV
M ... 1325.1 g/mol

Geometry as ORCA input:
```
! RIJCOSX wB97M-V def2-TZVPD def2/J DEFGRID3
* xyz 0 1
Ir -0.162 0.412 0.418
C -3.531 -2.646 1.417
Si -2.810 -0.962 1.848
C -4.120 0.136 2.625
C -1.544 -1.297 3.171
N -2.112 -0.219 0.390
C -2.925 0.164 -0.669
C -4.319 -0.054 -0.615
C -5.214 0.414 -1.557
C -4.748 1.107 -2.658
C -3.381 1.258 -2.800
C -2.457 0.800 -1.861
N -1.074 0.871 -2.239
Si -0.444 1.936 -3.559
C -1.239 3.625 -3.412
C -0.790 1.138 -5.207
C 1.383 2.270 -3.371
H -3.957 -3.089 2.322
H -2.746 -3.315 1.062
H -4.316 -2.630 0.659
H -4.310 -0.217 3.643
H -5.073 0.155 2.099
H -3.757 1.165 2.704
H -1.872 -2.165 3.748
H -1.464 -0.449 3.851
H -0.544 -1.499 2.800
H -4.708 -0.628 0.208
H -6.272 0.217 -1.433
H -5.421 1.475 -3.420
H -3.010 1.705 -3.709
H -2.323 3.638 -3.503
H -0.832 4.256 -4.207
H -0.982 4.093 -2.459
H -1.854 1.105 -5.446
H -0.407 0.117 -5.224
H -0.297 1.701 -6.005
H 1.630 2.634 -2.369
H 1.649 3.058 -4.082
H 2.006 1.404 -3.575
S -4.728 3.778 -0.226
C -5.789 5.062 -0.583
C -5.140 6.257 -0.652
C -3.752 6.127 -0.408
C -3.372 4.837 -0.156
C -2.021 4.322 0.087
C -1.811 2.935 0.226
N -0.613 2.399 0.303
C 0.484 3.198 0.302
C 0.373 4.582 0.225
C 1.579 5.365 0.223
C 2.793 4.777 0.264
C 2.920 3.346 0.326
C 4.149 2.672 0.336
C 4.182 1.295 0.397
C 2.946 0.619 0.451
N 1.782 1.231 0.414
C 1.761 2.579 0.358
C 5.431 0.525 0.411
C 5.587 -0.833 0.431
C 6.945 -1.238 0.446
C 7.800 -0.181 0.434
S 6.966 1.309 0.404
C -0.909 5.134 0.109
H -6.840 4.862 -0.714
H -5.633 7.193 -0.870
H -3.066 6.962 -0.425
H -2.644 2.249 0.252
H 1.487 6.443 0.179
H 3.698 5.370 0.255
H 5.069 3.241 0.288
H 2.921 -0.458 0.506
H 4.764 -1.534 0.419
H 7.266 -2.269 0.465
H 8.878 -0.192 0.434
H -1.013 6.208 0.021
S 0.939 -0.781 -2.380
C -0.162 0.129 -1.525
F -0.849 1.965 4.450
B 0.289 1.879 3.683
F -0.036 0.964 2.545
F 0.629 3.101 3.095
F 1.355 1.304 4.342
F 6.209 -4.880 -1.948
C 5.050 -4.385 -1.476
C 4.804 -4.447 -0.121
C 3.615 -3.914 0.361
C 2.686 -3.337 -0.504
C 2.963 -3.310 -1.872
C 4.147 -3.836 -2.366
Sb 0.913 -2.434 0.290
C 1.199 -3.099 2.315
C 0.361 -4.020 2.940
C 0.481 -4.286 4.297
C 1.426 -3.592 5.025
F 1.532 -3.833 6.345
C 2.262 -2.658 4.449
C 2.136 -2.416 3.090
C -0.449 -3.901 -0.401
C -1.523 -3.505 -1.194
C -2.441 -4.437 -1.657
C -2.266 -5.759 -1.302
F -3.167 -6.668 -1.718
C -1.200 -6.189 -0.534
C -0.283 -5.248 -0.090
H 5.531 -4.900 0.539
H 3.414 -3.954 1.424
H 2.257 -2.876 -2.562
H 4.378 -3.817 -3.422
H -0.413 -4.526 2.376
H -0.159 -5.003 4.793
H 2.972 -2.115 5.058
H 2.771 -1.655 2.644
H -1.654 -2.460 -1.451
H -3.285 -4.148 -2.268
H -1.100 -7.238 -0.292
H 0.567 -5.574 0.498
*
```

---

2.
The following is a quantum chemistry calculation of C51H46BrNNiPSb2 as an isolated structure at a distorted geometry, from the Open Molecules 2025 dataset.

Computed properties:
Gap between HOMO and LUMO (spin up / spin down) ... 7.65 / 7.65 eV
E ... -188567.07591 eV
HOMO (spin up / spin down) ... -10.2 / -10.2 eV
M ... 1086.0 g/mol

Geometry as ORCA input:
```
! RIJCOSX wB97M-V def2-TZVPD def2/J DEFGRID3
* xyz 1 1
Ni -0.307 0.312 -0.307
C 3.599 -1.001 -0.976
C 3.895 -1.234 0.515
C 3.199 -0.288 1.499
Sb 1.154 -0.794 1.536
C 1.470 -2.710 2.394
C 1.410 -3.906 1.679
C 1.720 -5.111 2.301
C 2.086 -5.130 3.637
C 2.154 -3.943 4.354
C 1.852 -2.738 3.738
C 0.408 0.155 3.291
C 0.926 1.356 3.776
C 0.345 1.988 4.871
C -0.766 1.430 5.487
C -1.290 0.231 5.017
C -0.705 -0.402 3.927
Sb 2.011 -1.702 -2.321
C 2.173 -3.779 -1.830
C 3.328 -4.299 -1.244
C 3.483 -5.668 -1.058
C 2.488 -6.543 -1.466
C 1.338 -6.044 -2.067
C 1.186 -4.676 -2.251
C -0.112 -1.558 -1.764
C -0.737 -2.510 -0.940
C -2.087 -2.793 -1.028
C -2.871 -2.141 -1.979
C -2.286 -1.226 -2.832
C -0.922 -0.939 -2.729
H 4.387 -1.485 -1.563
H 3.654 0.065 -1.206
H 4.971 -1.084 0.650
H 3.706 -2.276 0.787
H 3.327 0.747 1.197
H 3.586 -0.418 2.511
H 1.158 -3.922 0.630
H 1.681 -6.030 1.730
H 2.322 -6.069 4.121
H 2.445 -3.954 5.397
H 1.911 -1.821 4.313
H 1.802 1.803 3.317
H 0.767 2.911 5.249
H -1.217 1.920 6.340
H -2.146 -0.214 5.508
H -1.106 -1.355 3.594
H 4.124 -3.642 -0.920
H 4.384 -6.050 -0.595
H 2.612 -7.610 -1.331
H 0.565 -6.723 -2.403
H 0.281 -4.312 -2.724
H -0.143 -3.079 -0.245
H -2.524 -3.544 -0.381
H -3.927 -2.367 -2.064
H -2.872 -0.759 -3.612
H -0.481 -0.272 -3.460
N -2.057 -0.166 0.737
C -3.298 0.336 0.194
C -4.519 -0.248 0.491
C -5.681 0.330 0.004
C -5.622 1.498 -0.751
C -4.393 2.065 -1.050
C -3.218 1.460 -0.605
P -1.530 2.038 -0.944
C -1.524 2.659 -2.640
C -2.432 2.203 -3.593
C -2.348 2.641 -4.907
C -1.354 3.534 -5.281
C -0.449 4.000 -4.337
C -0.531 3.565 -3.023
C -1.404 3.501 0.129
C -1.077 3.290 1.468
C -1.051 4.346 2.364
C -1.346 5.631 1.926
C -1.677 5.849 0.597
C -1.710 4.789 -0.300
H -1.825 0.364 1.578
H -2.153 -1.131 1.042
H -4.563 -1.138 1.108
H -6.638 -0.122 0.229
H -6.532 1.961 -1.106
H -4.345 2.970 -1.643
H -3.214 1.512 -3.312
H -3.066 2.288 -5.636
H -1.288 3.872 -6.307
H 0.323 4.703 -4.621
H 0.173 3.942 -2.292
H -0.828 2.293 1.820
H -0.794 4.165 3.400
H -1.319 6.460 2.620
H -1.913 6.848 0.253
H -1.978 4.974 -1.333
Br 4.552 4.358 -2.088
C 3.156 3.196 -1.590
C 2.574 2.377 -2.538
C 1.531 1.535 -2.159
C 1.087 1.446 -0.842
C 1.686 2.309 0.079
C 2.707 3.181 -0.276
H 2.909 2.406 -3.566
H 1.063 0.950 -2.940
H 1.356 2.322 1.112
H 3.150 3.843 0.457
*
```

---

3.
The following is a quantum chemistry calculation of C51H46N9O5PS3Se2Sr as an isolated structure, from the Open Molecules 2025 dataset.

Computed properties:
Gap between HOMO and LUMO ... 6.54 eV
E ... -250614.75474 eV
HOMO ... -2.6 eV
ΔE to the lowest compared entry with this formula, charge and spin ... 0.741 eV
M ... 1237.7 g/mol

Geometry as ORCA input:
```
! RIJCOSX wB97M-V def2-TZVPD def2/J DEFGRID3
* xyz -2 1
Sr -0.307 0.357 0.227
C 0.385 -0.937 -4.771
O -0.900 -0.375 -4.543
C -1.758 -1.162 -3.797
C -2.825 -1.749 -4.446
C -3.793 -2.456 -3.744
C -3.687 -2.524 -2.367
C -2.632 -1.933 -1.669
C -2.792 -1.962 -0.198
N -2.117 -1.295 0.649
N -2.498 -1.371 2.006
C -1.538 -0.893 2.818
O -0.421 -0.423 2.512
C -1.885 -0.980 4.280
C -0.841 -0.812 5.186
C -1.086 -0.896 6.548
C -2.371 -1.137 7.012
C -3.413 -1.300 6.109
C -3.169 -1.230 4.746
C -1.585 -1.269 -2.392
O -0.529 -0.787 -1.818
H 0.845 -0.351 -5.566
H 0.297 -1.980 -5.090
H 1.014 -0.883 -3.882
H -2.890 -1.620 -5.521
H -4.626 -2.913 -4.261
H -4.463 -3.021 -1.794
H -3.612 -2.585 0.177
H 0.149 -0.604 4.801
H -0.267 -0.766 7.245
H -2.563 -1.197 8.078
H -4.419 -1.481 6.467
H -3.969 -1.363 4.030
Se 1.819 -2.477 1.282
P 3.251 -2.315 2.867
Se 3.360 -0.561 4.078
C 3.033 -3.802 3.923
C 3.368 -5.063 3.436
C 3.143 -6.195 4.199
C 2.564 -6.082 5.457
C 2.217 -4.831 5.941
C 2.455 -3.695 5.180
C 4.924 -2.642 2.165
C 5.992 -2.906 3.020
C 7.271 -3.070 2.521
C 7.507 -2.952 1.155
C 6.452 -2.680 0.299
C 5.165 -2.529 0.804
H 3.802 -5.153 2.446
H 3.413 -7.170 3.808
H 2.380 -6.968 6.053
H 1.754 -4.732 6.916
H 2.199 -2.710 5.551
H 5.813 -2.974 4.088
H 8.091 -3.277 3.199
H 8.513 -3.061 0.765
H 6.610 -2.573 -0.768
H 4.343 -2.313 0.131
C 2.474 -5.341 -1.135
N 3.209 -4.313 -1.840
C 2.703 -3.106 -2.165
N 1.382 -2.927 -2.026
S 3.713 -1.897 -2.789
H 3.150 -6.173 -0.943
H 1.646 -5.715 -1.744
H 2.094 -4.973 -0.176
H 4.214 -4.334 -1.827
H 0.856 -3.551 -1.432
H 1.040 -1.968 -2.030
S 3.061 3.895 1.211
C 1.529 4.476 1.685
C 0.635 3.459 1.701
N 1.151 2.240 1.347
C 2.416 2.325 1.066
H 1.350 5.511 1.920
H -0.407 3.545 1.967
H 3.028 1.484 0.774
S -2.292 2.591 3.915
C -3.168 2.695 2.506
N -3.652 1.535 1.915
C -4.529 1.551 0.905
C -4.940 2.746 0.381
C -4.282 3.878 0.881
N -3.449 3.874 1.892
H -3.280 0.634 2.236
H -4.838 0.584 0.536
H -5.618 2.782 -0.454
H -4.438 4.843 0.404
O -3.520 0.985 -1.569
C -2.645 1.798 -1.807
N -2.612 2.530 -3.009
C -1.514 3.464 -2.953
C -0.791 3.006 -1.661
O 0.318 3.397 -1.333
N -1.612 2.168 -0.972
C -2.003 4.889 -2.682
C -1.079 5.884 -2.370
C -1.503 7.171 -2.093
C -2.856 7.490 -2.134
C -3.776 6.506 -2.453
C -3.352 5.209 -2.722
C -0.649 3.408 -4.198
C -1.003 4.147 -5.322
C -0.248 4.081 -6.483
C 0.879 3.277 -6.532
C 1.235 2.530 -5.417
C 0.474 2.590 -4.261
H -2.720 1.963 -3.838
H -0.028 5.627 -2.322
H -0.774 7.930 -1.834
H -3.187 8.496 -1.907
H -4.834 6.740 -2.489
H -4.065 4.428 -2.951
H -1.877 4.786 -5.284
H -0.539 4.667 -7.348
H 1.480 3.230 -7.432
H 2.108 1.890 -5.444
H 0.759 1.992 -3.407
*
```

---

4.
The following is a quantum chemistry calculation of C51H48AsClIMnN4OP as an isolated structure, from the Open Molecules 2025 dataset.

Computed properties:
Gap between HOMO and LUMO (spin up / spin down) ... 6.44 / 6.96 eV
E ... -183741.39580 eV
HOMO (spin up / spin down) ... -10.1 / -10.1 eV
M ... 1056.2 g/mol

Geometry as ORCA input:
```
! RIJCOSX wB97M-V def2-TZVPD def2/J DEFGRID3
* xyz 1 5
Mn -0.815 -1.447 1.831
C 1.567 -2.756 1.500
N 0.793 -2.404 2.735
C 1.692 -1.617 3.610
C 0.328 -3.645 3.350
C 1.061 -4.366 4.271
C 0.633 -5.639 4.627
C -0.478 -6.181 4.005
C -1.220 -5.449 3.088
C -0.866 -4.130 2.804
N -1.525 -3.229 1.967
C -2.877 -3.272 1.630
C -3.863 -4.107 2.162
C -5.184 -3.976 1.755
C -5.560 -3.021 0.826
C -4.597 -2.160 0.315
C -3.287 -2.276 0.732
N -2.219 -1.387 0.258
C -1.694 -1.937 -1.024
C -2.688 0.001 0.037
H 2.412 -3.392 1.768
H 0.924 -3.295 0.804
H 1.936 -1.837 1.042
H 2.608 -2.177 3.799
H 1.946 -0.689 3.108
H 1.191 -1.407 4.553
H 1.965 -3.965 4.705
H 1.185 -6.211 5.359
H -0.779 -7.195 4.232
H -2.053 -5.920 2.591
H -3.625 -4.826 2.927
H -5.932 -4.629 2.186
H -6.589 -2.936 0.507
H -4.886 -1.397 -0.394
H -2.480 -1.900 -1.780
H -0.840 -1.343 -1.345
H -1.399 -2.974 -0.865
H -3.414 0.045 -0.776
H -3.138 0.381 0.951
H -1.827 0.605 -0.238
Cl -1.506 2.618 7.333
C -1.060 1.908 5.819
C 0.101 2.278 5.209
C 0.494 1.722 3.972
I 2.316 2.290 3.155
C -0.300 0.789 3.340
O -0.017 0.232 2.172
C -1.500 0.380 4.000
N -2.220 -0.583 3.353
C -3.355 -0.985 3.888
C -3.845 -0.473 5.098
C -3.121 0.473 5.773
C -1.905 0.933 5.229
H 0.739 3.011 5.683
H -3.916 -1.739 3.349
H -4.785 -0.840 5.484
H -3.469 0.874 6.714
C 0.598 1.165 -2.686
C 0.700 0.025 -3.686
As 0.795 0.618 -5.577
C 2.405 1.718 -5.429
C 3.392 1.476 -4.476
C 4.558 2.231 -4.455
C 4.755 3.237 -5.390
C 3.785 3.476 -6.353
C 2.623 2.718 -6.375
C -0.585 2.000 -5.435
C -1.890 1.597 -5.711
C -2.954 2.475 -5.553
C -2.720 3.775 -5.129
C -1.422 4.191 -4.866
C -0.361 3.308 -5.015
P 0.894 0.737 -0.901
C 0.937 2.470 -0.313
C -0.063 2.901 0.556
C -0.158 4.232 0.938
C 0.759 5.157 0.463
C 1.747 4.748 -0.425
C 1.821 3.422 -0.824
C 2.620 0.127 -0.926
C 2.777 -1.188 -1.377
C 4.034 -1.761 -1.504
C 5.163 -1.036 -1.148
C 5.020 0.254 -0.658
C 3.762 0.833 -0.552
H -0.402 1.606 -2.721
H 1.286 1.970 -2.951
H -0.159 -0.649 -3.622
H 1.587 -0.588 -3.535
H 3.272 0.697 -3.732
H 5.312 2.026 -3.706
H 5.663 3.826 -5.374
H 3.934 4.252 -7.093
H 1.877 2.915 -7.137
H -2.079 0.589 -6.067
H -3.961 2.149 -5.778
H -3.545 4.467 -5.016
H -1.233 5.206 -4.541
H 0.646 3.644 -4.798
H -0.765 2.185 0.962
H -0.943 4.542 1.617
H 0.698 6.192 0.769
H 2.450 5.468 -0.825
H 2.561 3.143 -1.566
H 1.902 -1.773 -1.645
H 4.130 -2.773 -1.876
H 6.146 -1.478 -1.241
H 5.893 0.819 -0.356
H 3.677 1.832 -0.146
*
```